Record 1
This record from the Open Molecules 2025 dataset describes C4H8O3 as an isolated structure at a distorted geometry. The level of theory is ωB97M-V/def2-TZVPD.

F_max, Eh/bohr: 0.03355
E_LUMO, eV: 0.5
Calculated total energy, a.u.: -382.8550

Geometry as ORCA input:
```
! RIJCOSX wB97M-V def2-TZVPD def2/J DEFGRID3
* xyz 0 1
C 1.69427 -0.51954 -1.34202
C 1.37288 -1.54278 -0.49871
O -0.16119 -0.86432 0.85572
C -0.52608 0.28888 0.61489
O 0.17058 1.10132 -0.11299
C -1.87980 0.75521 1.15060
O -2.19341 2.06419 0.79193
H 1.26976 -0.55947 -2.33163
H 0.93715 0.43110 -0.73022
H 2.69099 -0.11115 -1.23801
H 1.99585 -1.80326 0.34149
H 0.63853 -2.29170 -0.72841
H -2.64751 0.06697 0.78163
H -1.88342 0.65280 2.24118
H -1.47860 2.33174 0.20455
*
```

Record 2
This record from the Open Molecules 2025 dataset describes C38H29CdCl4N7O3S2 as an isolated structure. The level of theory is ωB97M-V/def2-TZVPD.

F_max, Eh/bohr: 0.00602
E_LUMO, eV: -0.4
Calculated total energy, a.u.: -4879.4484

Geometry as ORCA input:
```
! RIJCOSX wB97M-V def2-TZVPD def2/J DEFGRID3
* xyz 0 1
Cd 0.09703 -0.89831 0.21876
N -4.41901 -0.31473 -0.25210
C -4.83530 0.98850 0.07587
C -6.13849 1.23661 0.47154
C -6.52957 2.52963 0.79743
C -5.60800 3.56363 0.75858
C -4.29470 3.30456 0.38448
C -3.91224 2.02393 0.01968
S -2.29049 1.71601 -0.60137
N -2.09758 0.04921 -0.27570
C -3.11681 -0.72473 -0.20985
C -2.89345 -2.19541 -0.06514
C -3.85996 -3.05221 0.43854
C -3.55032 -4.40291 0.53661
C -2.30678 -4.84045 0.12666
C -1.39371 -3.90365 -0.34253
N -1.68450 -2.61297 -0.42973
H -5.12417 -1.02962 -0.27626
H -6.85017 0.42012 0.51865
H -7.55283 2.72039 1.09099
H -5.90441 4.57063 1.01960
H -3.56667 4.10683 0.35354
H -4.81274 -2.69497 0.80581
H -4.27239 -5.09703 0.94606
H -2.02306 -5.88150 0.19402
H -0.38656 -4.17870 -0.63006
N 3.81523 1.50766 1.51057
C 4.77281 1.51495 0.47168
C 5.68812 2.54742 0.34615
C 6.61951 2.51763 -0.68297
C 6.60613 1.48285 -1.60401
C 5.66389 0.46859 -1.49399
C 4.76375 0.46432 -0.43864
S 3.63316 -0.86494 -0.17348
N 2.32999 0.02323 0.47476
C 2.56101 0.99424 1.26654
C 1.39895 1.57334 2.00675
C 1.51168 2.61794 2.91193
C 0.38095 3.01498 3.61282
C -0.81329 2.35559 3.39849
C -0.83730 1.33121 2.46187
N 0.23664 0.96775 1.77815
H 3.87880 2.27506 2.15575
H 5.68138 3.36495 1.05890
H 7.34982 3.31165 -0.76591
H 7.32525 1.46325 -2.41212
H 5.63643 -0.33774 -2.21676
H 2.44809 3.12588 3.09739
H 0.44562 3.82316 4.32927
H -1.71122 2.61714 3.94051
H -1.73902 0.76534 2.26410
O 0.77092 -1.70095 -2.10089
C 1.56837 -1.03557 -3.06497
C 0.66030 -0.56324 -4.18643
C -0.56335 0.22238 -3.68370
C -0.20712 1.54823 -3.07319
C -0.43854 2.74288 -3.75028
C -0.09429 3.94307 -3.15401
C 0.48452 3.91911 -1.89385
C 0.67265 2.68794 -1.29003
N 0.32988 1.52839 -1.84450
H 1.30115 -2.31023 -1.54335
H 2.32403 -1.72105 -3.46080
H 2.08895 -0.19142 -2.61031
H 0.30146 -1.43188 -4.74277
H 1.23940 0.04510 -4.88758
H -1.09562 -0.37433 -2.94033
H -1.24376 0.38390 -4.52198
H -0.88923 2.71761 -4.73388
H -0.27140 4.88161 -3.66411
H 0.78016 4.82727 -1.38632
H 1.12012 2.63141 -0.30274
Cl 2.73425 -6.83594 2.86676
C 1.80857 -5.38857 2.65760
C 0.89590 -4.98927 3.61637
Cl 0.66318 -5.93637 5.04746
C 0.15690 -3.81665 3.42201
Cl -1.00674 -3.30812 4.60496
C 0.30278 -3.00935 2.28777
O -0.39922 -1.92400 2.11856
C 1.25158 -3.43596 1.28870
O 1.38407 -2.73034 0.18500
C 1.96926 -4.60865 1.50504
Cl 3.08135 -5.09529 0.26390
*
```

Record 3
This record from the Open Molecules 2025 dataset describes one molecule with the formula C21H32N4O3. The level of theory is ωB97M-V/def2-TZVPD.

F_max, Eh/bohr: 0.00162
E_LUMO, eV: 0.8
Calculated total energy, a.u.: -1264.1358
SMILES string: CCCCC/C=C/CC(=O)N1CC[C@@H]2C[C@]2(C(=O)NCc2nc(C)no2)CC1

Geometry as ORCA input:
```
! RIJCOSX wB97M-V def2-TZVPD def2/J DEFGRID3
* xyz 0 1
C 0.53991 -4.32943 -5.14883
C 0.19578 -2.92960 -4.65680
C 0.22381 -2.81585 -3.13805
C -0.12724 -1.42175 -2.63726
C -0.11749 -1.32716 -1.11446
C -0.53285 0.01229 -0.56431
C -0.19510 1.19119 -1.07045
C -0.62078 2.49380 -0.45628
C -0.78923 3.59425 -1.49478
O -0.39453 3.43925 -2.64524
N -1.37496 4.75342 -1.09084
C -1.44600 5.88513 -2.01515
C -2.84680 6.48496 -2.08093
C -3.89040 5.44318 -2.38262
C -5.22568 5.46564 -1.69641
C -4.23262 4.40253 -1.33994
C -4.55142 3.02188 -1.86349
O -5.64077 2.49495 -1.74779
N -3.49619 2.36651 -2.42334
C -3.60310 0.97595 -2.77370
C -3.64027 0.07206 -1.57926
N -3.65852 -1.21990 -1.58447
C -3.70219 -1.51392 -0.24048
C -3.73924 -2.90082 0.28829
N -3.70673 -0.47128 0.53361
O -3.66998 0.60139 -0.36219
C -3.57657 4.36025 0.04560
C -2.12442 4.88184 0.14709
H 0.51417 -4.39116 -6.23732
H 1.53937 -4.62360 -4.82151
H -0.16540 -5.06486 -4.75624
H 0.89576 -2.20518 -5.08456
H -0.79756 -2.64541 -5.01759
H -0.47879 -3.53999 -2.70967
H 1.21723 -3.09840 -2.77109
H 0.57129 -0.69686 -3.06523
H -1.12421 -1.14993 -2.99798
H -0.79178 -2.09125 -0.71651
H 0.87791 -1.58704 -0.73687
H -1.14582 -0.00799 0.33366
H 0.41777 1.26680 -1.96100
H -1.53806 2.34897 0.11623
H 0.13764 2.85203 0.25108
H -0.72664 6.64974 -1.70398
H -1.13806 5.51836 -2.99156
H -3.09438 6.99119 -1.14473
H -2.85455 7.25928 -2.85128
H -3.88520 5.08216 -3.40643
H -5.38928 6.24637 -0.96343
H -6.10606 5.15954 -2.24374
H -2.63543 2.85082 -2.62030
H -4.51064 0.79090 -3.35138
H -2.74522 0.69435 -3.38286
H -3.74173 -2.88901 1.37529
H -4.63344 -3.40956 -0.07058
H -2.87354 -3.45867 -0.06851
H -4.19322 4.90604 0.76235
H -3.59472 3.31927 0.37702
H -1.60739 4.36457 0.95348
H -2.11404 5.93697 0.41867
*
```

Record 4
This record from the Open Molecules 2025 dataset describes C2HN3O3S as an isolated structure at a distorted geometry. The level of theory is ωB97M-V/def2-TZVPD.

F_max, Eh/bohr: 0.07117
E_LUMO, eV: -1.8
Calculated total energy, a.u.: -864.7117

Geometry as ORCA input:
```
! RIJCOSX wB97M-V def2-TZVPD def2/J DEFGRID3
* xyz 0 1
C -2.92609 2.54419 -0.68536
C -1.24423 1.16346 0.31092
N -3.66541 3.39105 -0.83103
N 0.57513 1.16234 -0.47238
N 0.72033 0.15117 -1.31697
O -0.27159 -0.55791 -1.42221
O 1.77501 -0.02806 -1.91448
O -1.90174 1.83393 -0.57032
S -1.49945 0.66073 1.80243
H 1.46389 1.61365 -0.29470
*
```

Number 1: HOMO-LUMO gap 9.98 eV. Number 2: HOMO-LUMO gap 5.54 eV. Number 3: HOMO-LUMO gap 10.02 eV. Number 4: HOMO-LUMO gap 8.74 eV.